# 1
The following is a DFT calculation (wB97M-V/def2-TZVPD) of C5H13N3 in the gas phase.

Kohn-Sham gap	4.0	eV
2S+1	1
relative energy (zero: lowest compared OMol25 entry of this formula, charge and spin)	7.357	eV

```
21
Properties=species:S:1:pos:R:3:forces:R:3
H 1.166 -2.936 0.694 0.00 -1.12 0.00
C 0.936 -0.892 0.261 2.11 1.90 1.25
H -2.973 -0.458 -0.269 1.34 1.18 0.42
N 2.243 -0.523 -0.242 -2.29 -0.71 0.60
H 2.707 -1.355 -0.583 0.27 -0.59 -0.03
H 1.150 0.680 1.612 0.69 0.58 0.75
C 0.906 -2.074 1.263 0.39 0.93 -0.85
H 1.313 1.563 -0.502 0.08 0.58 -0.03
H -2.361 0.679 -2.122 0.17 0.45 1.07
H -0.539 0.237 1.417 -0.07 -0.28 0.06
H -0.130 1.618 -2.137 -0.77 -0.40 0.74
H -2.212 2.094 -0.990 -0.07 -0.18 0.26
H 1.677 -1.878 2.002 -0.04 -0.09 0.19
N -2.200 0.238 -0.014 -1.92 -1.16 -0.06
N -0.438 1.010 -1.352 -0.11 0.49 -0.41
C 0.283 1.433 -0.165 0.23 0.14 -0.45
H -0.071 -2.126 1.734 -0.10 -0.19 -0.11
C 0.404 0.392 0.910 -0.45 -0.66 -0.53
H -0.182 2.354 0.200 0.47 0.24 0.27
H 0.249 -1.084 -0.589 -0.77 -0.08 -0.86
C -1.927 1.029 -1.130 0.84 -1.04 -2.28
```
Forces are in eV/Å.

# 2
The following is a DFT calculation (wB97M-V/def2-TZVPD) of a gas-phase ion, C5H13N3 (charge +2).

SMILES	CC=[N+]=C[N+](C)(C)N
Kohn-Sham gap	9.6	eV
2S+1	1
relative energy (zero: lowest compared OMol25 entry of this formula, charge and spin)	4.289	eV
total charge	+2

```
21
Properties=species:S:1:pos:R:3:forces:R:3
C 0.382 -0.564 -0.756 -0.47 3.46 3.19
N -0.278 -1.198 0.059 -0.03 -0.56 0.80
C -1.832 -2.821 0.936 -0.81 1.33 -1.17
H -2.486 -2.044 1.339 -0.80 -0.04 -0.12
H -2.131 -3.114 -0.087 -0.27 -0.02 0.58
H 0.896 0.643 1.547 -0.60 0.26 0.01
N 0.695 1.137 -0.508 -0.92 -3.40 2.56
H -1.158 1.478 -1.268 0.22 1.37 0.21
H 2.521 1.359 -1.531 -1.27 -0.02 2.32
H 2.365 1.955 0.045 1.48 3.46 2.91
H 0.473 2.353 1.324 0.06 0.17 -0.38
H 1.055 -0.986 -1.385 1.82 -1.02 -2.68
C -0.128 1.842 -1.450 -0.84 -0.98 -1.23
H 0.048 1.461 -2.440 0.53 -0.27 -0.64
H -0.894 1.184 1.126 1.99 0.03 -0.43
H -1.751 -3.552 1.657 -0.26 -2.02 1.17
C -0.594 -2.141 0.894 2.59 0.76 -1.36
H 0.211 2.853 -1.480 -0.75 1.09 0.38
N 2.090 1.278 -0.532 -0.47 -3.68 -5.44
H 0.273 -2.463 1.513 -0.59 0.52 0.03
C 0.243 1.340 1.000 -0.62 -0.42 -0.72
```
Forces are in eV/Å.

# 3
The following is a DFT calculation (wB97M-V/def2-TZVPD) of 2 unconnected molecules or ions with the total composition C5H13N3.

Kohn-Sham gap	10.7	eV
2S+1	1
relative energy (zero: lowest compared OMol25 entry of this formula, charge and spin)	1.631	eV
total charge	+2

```
21
Properties=species:S:1:pos:R:3:forces:R:3
N 2.614 -0.801 -0.875 -0.53 1.98 -0.50
H -4.252 0.135 -0.612 1.32 0.46 -0.98
H 2.018 1.088 -2.091 1.60 1.32 -2.06
C -3.214 0.187 -1.107 -4.06 1.57 -1.50
H -0.146 -1.674 1.331 0.33 -0.41 0.46
H 3.896 0.055 1.350 0.18 0.02 0.50
H 0.678 0.224 -1.241 1.83 0.02 -0.69
H -3.196 1.038 -1.881 0.18 -0.85 1.66
C 2.966 0.587 1.164 0.05 -0.20 4.08
C 1.807 0.366 -1.401 -2.94 -2.39 4.56
H 3.054 -1.674 -1.142 0.18 -0.09 0.11
H 2.183 0.215 1.958 1.38 0.61 -1.35
H 3.087 1.649 1.319 -0.10 0.30 -0.18
N -2.285 0.266 -0.044 2.02 -1.96 0.32
H -2.457 1.023 0.604 0.45 0.07 0.28
H -0.644 -0.086 1.876 0.45 -0.67 -0.18
C -1.441 -0.737 0.155 -0.33 2.84 1.32
H -1.515 -1.510 -0.551 0.16 -1.12 -0.74
H -3.212 -0.683 -1.730 0.78 -0.90 0.08
N -0.491 -0.761 1.117 -1.72 0.85 -0.60
C 2.534 0.190 -0.074 -1.21 -1.45 -4.60
```
Forces are in eV/Å.

# 4
The following is a DFT calculation (wB97M-V/def2-TZVPD) of a molecular structure, C5H13N3O.

Kohn-Sham gap (spin up / spin down)	9.0 / 7.2	eV
2S+1	1
relative energy (zero: lowest compared OMol25 entry of this formula, charge and spin)	5.704	eV

```
22
Properties=species:S:1:pos:R:3:forces:R:3
C 0.342 -1.418 -1.648 -0.02 0.13 0.20
H -1.382 -0.231 2.908 -0.02 0.00 -0.06
C 0.807 -0.133 -0.975 -2.18 0.64 -0.27
H 0.607 -2.267 -1.022 0.00 -0.04 -0.01
C 0.518 1.157 1.368 0.23 -0.19 -0.13
H -0.204 -1.579 1.345 -0.03 -0.04 0.03
H 0.967 2.035 0.900 -0.05 0.03 -0.04
H -0.122 0.894 -2.719 0.43 -0.07 0.26
H -2.576 0.082 1.830 0.05 -0.01 -0.01
O -1.076 1.083 -0.445 -0.61 -0.42 1.41
H 1.325 0.566 1.808 0.00 0.01 0.10
C -0.242 0.317 0.355 0.02 0.20 -0.74
N 0.194 1.039 -1.756 1.14 -0.23 -0.63
H -1.542 -1.385 0.221 0.02 0.01 -0.02
H -0.735 -1.426 -1.820 0.04 0.05 0.04
H -0.140 1.512 2.162 -0.01 0.00 -0.05
H 0.681 1.921 -1.623 -0.10 -0.18 -0.15
H 2.416 0.867 -0.500 -0.05 0.12 -0.18
C -0.965 -0.877 0.992 0.18 -0.05 -0.12
H 0.860 -1.522 -2.601 0.02 0.00 -0.02
N 2.140 -0.038 -0.881 0.84 -0.03 0.45
N -1.873 -0.596 2.101 0.08 0.08 -0.08
```
Forces are in eV/Å.

# 5
The following is a DFT calculation (wB97M-V/def2-TZVPD) of a molecular structure, C5H13N3O.

Kohn-Sham gap	7.8	eV
2S+1	1
relative energy (zero: lowest compared OMol25 entry of this formula, charge and spin)	3.141	eV

```
22
Properties=species:S:1:pos:R:3:forces:R:3
H -1.282 2.078 -1.528 -0.01 -0.02 -0.01
H 2.512 -0.285 -0.620 -0.04 -0.21 0.03
H -2.144 0.152 -0.498 -0.24 -0.17 0.01
C 1.613 -0.745 -1.040 -0.15 0.29 0.08
H 0.656 -2.675 -0.338 0.00 -0.06 0.12
H 1.089 -0.096 1.298 -0.63 2.30 -1.04
H 0.094 2.936 -0.806 -0.03 0.04 0.00
C -0.006 0.886 -0.229 -2.60 -2.17 0.11
N -1.732 -0.135 1.528 -0.41 -0.12 0.47
H 0.936 -2.114 1.921 -0.15 -0.12 -0.11
N 1.244 -1.434 1.236 -0.28 -0.43 -1.01
O 0.738 1.016 0.869 1.54 -1.47 1.37
H -1.442 0.760 1.913 0.06 -0.12 -0.14
C -1.367 -0.261 0.149 1.18 2.07 -0.59
N 0.699 0.330 -1.381 0.28 0.04 -0.41
C 1.078 -1.726 -0.009 0.89 0.12 1.02
H -1.331 -0.847 2.123 0.06 0.00 -0.10
H -1.322 2.537 0.187 -0.05 0.03 0.02
H -1.262 -1.316 -0.125 0.26 0.22 -0.03
H 0.025 0.022 -2.072 -0.02 0.04 0.01
C -0.683 2.193 -0.625 0.34 -0.26 0.13
H 1.888 -1.276 -1.953 -0.01 -0.02 0.08
```
Forces are in eV/Å.

# 6
The following is a DFT calculation (wB97M-V/def2-TZVPD) of 2 unconnected molecules or ions with the total composition C5H13N3O2.

Kohn-Sham gap	7.0	eV
2S+1	1
relative energy (zero: lowest compared OMol25 entry of this formula, charge and spin)	2.627	eV

```
23
Properties=species:S:1:pos:R:3:forces:R:3
C 1.377 -3.258 0.825 0.89 0.24 -0.04
O 0.609 2.846 -1.045 0.40 0.21 -0.04
H 0.314 -3.227 1.038 0.07 0.17 0.39
N 1.755 0.224 -0.107 -0.21 0.06 0.30
H -0.637 -0.200 0.442 -0.89 -0.52 -1.37
N 1.895 -1.901 0.663 -1.39 0.16 -1.19
C -1.215 1.499 -0.462 -1.24 2.39 -1.88
C -0.640 2.762 -1.240 0.04 -1.49 0.45
O -1.410 3.352 -1.989 0.19 0.45 0.11
H 1.305 1.144 -0.233 -0.39 0.30 -0.86
H -2.379 2.326 1.114 -0.25 0.13 0.00
H -0.361 1.251 0.148 -0.60 0.12 0.70
N -0.222 -1.044 0.048 1.82 -1.18 0.99
H 1.975 -3.659 1.639 -0.38 -0.57 0.00
H 1.493 -3.840 -0.090 0.25 -0.10 0.09
C -2.572 1.748 0.206 1.51 -0.64 1.26
H -2.896 0.761 0.547 -0.82 0.20 -0.03
C 1.131 -0.927 0.143 1.51 1.19 0.97
H 2.748 0.313 0.040 0.01 -0.17 0.14
H -1.371 0.810 -1.294 0.28 -0.38 0.20
H -3.292 2.292 -0.393 0.08 -0.25 -0.38
H -0.472 -1.624 -0.735 -1.09 0.38 0.11
H 2.865 -1.647 0.735 0.21 -0.69 0.08
```
Forces are in eV/Å.

# 7
The following is a DFT calculation (wB97M-V/def2-TZVPD) of a molecular structure, C5H13N3O2.

Kohn-Sham gap (spin up / spin down)	7.2 / 7.2	eV
2S+1	1
relative energy (zero: lowest compared OMol25 entry of this formula, charge and spin)	8.052	eV

```
23
Properties=species:S:1:pos:R:3:forces:R:3
H 1.869 -1.319 -1.883 0.15 0.10 0.08
H 2.436 -0.381 1.281 -0.01 0.00 -0.02
N -1.469 -0.444 -0.666 0.90 -0.34 0.66
H -0.446 -1.737 1.434 -0.02 0.12 0.11
H 0.505 0.708 -1.535 0.11 -0.01 -0.12
N -1.821 -0.921 -1.853 0.07 0.07 -0.24
H 2.426 1.248 2.006 -0.09 0.01 -0.03
H -0.207 0.559 2.675 0.12 -0.11 -0.07
C 1.220 -1.210 -1.021 -0.09 0.19 0.12
H -1.358 -1.786 -2.098 -0.03 0.13 0.03
H -2.646 1.214 -1.253 0.05 -0.05 0.03
H 1.229 -2.023 -0.305 -0.09 -0.10 0.00
C 0.679 0.830 0.857 -0.14 1.30 1.42
O 0.200 -1.267 1.979 0.02 0.53 -0.14
H -1.957 -0.273 -2.629 0.09 -0.02 0.13
N -0.187 0.097 1.771 -0.22 -0.35 -0.42
C 2.182 0.663 1.116 -0.10 -0.19 -0.35
O 0.270 2.012 0.647 0.41 -1.08 0.02
C -2.094 0.822 -0.392 0.29 0.43 0.09
H 2.744 1.057 0.272 0.00 0.00 0.01
H -2.748 0.706 0.473 -0.06 -0.05 -0.11
H -1.318 1.553 -0.063 -0.28 -0.19 -0.16
C 0.492 -0.106 -0.814 -1.09 -0.39 -1.02
```
Forces are in eV/Å.

# 8
The following is a DFT calculation (wB97M-V/def2-TZVPD) of C5H13N3OS in the gas phase.

SMILES	[H]/N=C(/NCCO)NCCS
Kohn-Sham gap	9.6	eV
2S+1	1
relative energy (zero: lowest compared OMol25 entry of this formula, charge and spin)	0.000	eV

```
23
Properties=species:S:1:pos:R:3:forces:R:3
N 1.515 -1.175 0.227 -1.02 -0.87 0.84
H -4.000 1.157 3.302 0.20 0.46 -1.25
H 3.303 -0.796 -0.702 -1.09 0.35 -0.19
H -1.536 -1.704 0.429 -0.47 -0.58 -0.02
H 2.453 0.586 -0.170 -0.06 1.00 -0.06
C 2.260 -0.355 -0.643 2.46 -0.55 -1.09
C 0.139 -0.999 0.248 0.48 -0.67 0.71
C -2.149 1.116 1.819 2.65 0.58 -0.01
H 1.718 -2.162 0.220 0.08 -0.03 -0.17
H -1.681 1.785 -0.266 0.49 -0.83 0.91
N -0.604 -2.062 0.237 -0.01 2.07 0.08
N -0.158 0.367 0.341 -2.53 -0.57 -0.07
H 0.753 0.416 -1.974 0.79 -0.64 -0.49
H 2.981 -0.534 -3.395 0.03 0.32 0.04
C -1.540 0.874 0.397 -1.50 -0.15 -1.05
H 0.542 0.925 0.759 0.64 0.46 0.37
H -1.485 1.898 2.248 -0.39 -0.51 0.14
H -2.012 0.208 2.388 0.10 -0.23 0.14
H -2.198 0.121 -0.085 0.52 0.28 0.06
O 2.545 0.226 -2.993 0.80 0.49 -0.98
S -3.839 1.654 2.009 -0.82 -0.34 0.64
H 1.339 -1.296 -2.339 -0.15 0.95 0.34
C 1.653 -0.251 -2.057 -1.18 -0.98 1.12
```
Forces are in eV/Å.

# 9
The following is a DFT calculation (wB97M-V/def2-TZVPD) of C5H13N3Si2 in the gas phase.

Kohn-Sham gap	4.4	eV
2S+1	1
relative energy (zero: lowest compared OMol25 entry of this formula, charge and spin)	4.458	eV

```
23
Properties=species:S:1:pos:R:3:forces:R:3
H -0.455 3.117 0.294 -1.21 0.28 -0.18
Si 0.706 -1.456 -0.348 -0.01 0.73 -0.90
C 0.572 2.942 0.113 2.40 -2.45 2.09
H 1.027 -2.043 -2.572 -0.42 0.20 0.27
C 0.932 0.374 0.575 -3.40 -1.75 -2.88
H 2.647 -2.484 0.927 2.43 1.47 0.68
C 0.852 1.520 -0.442 1.17 0.33 2.61
N 0.416 -1.456 -1.995 0.86 0.03 1.47
H 1.021 3.591 -0.619 0.10 0.99 0.45
H 1.028 2.841 1.178 -0.27 1.32 -1.79
N -3.037 -0.713 0.416 -2.61 2.91 -0.24
H 0.147 0.385 1.322 -0.06 0.28 0.48
Si -3.587 0.708 -0.228 0.89 -2.56 0.78
H -3.069 1.241 -1.512 -0.20 0.16 0.41
C 1.671 -2.691 0.686 -1.43 -2.34 0.67
N -0.998 -1.998 0.385 -0.92 0.38 0.67
H -4.716 1.153 0.585 -0.08 0.44 -0.40
H 0.152 1.388 -1.145 -2.84 -1.20 -2.71
H 1.887 -3.699 0.290 -0.71 0.25 -0.84
H 1.215 -3.031 1.662 0.00 0.98 -0.80
H 1.752 1.450 -1.008 0.92 0.47 -0.33
C -2.020 -1.428 0.450 2.68 -0.94 -1.10
H 1.856 0.290 0.985 2.71 0.02 1.59
```
Forces are in eV/Å.

# 10
The following is a DFT calculation (wB97M-V/def2-TZVPD) of 2 unconnected molecules or ions with the total composition C5H13N4O.

Kohn-Sham gap (spin up / spin down)	6.9 / 6.9	eV
2S+1	1
relative energy (zero: lowest compared OMol25 entry of this formula, charge and spin)	6.856	eV
total charge	+1

```
23
Properties=species:S:1:pos:R:3:forces:R:3
H 0.971 -2.629 0.736 1.40 -1.93 1.69
H 1.142 3.217 -0.551 -0.38 0.44 -0.57
H 1.452 -0.765 -1.440 1.73 -1.54 1.70
H -1.280 -1.361 0.897 -0.68 -0.26 0.35
H -0.908 2.422 0.475 -0.23 -1.19 -0.98
C -0.355 0.221 0.563 0.61 2.60 -1.41
C -0.429 1.573 -0.112 1.26 0.89 0.60
C 2.994 -0.653 0.233 -2.32 0.02 -1.66
H -0.659 1.482 -1.203 -0.96 0.08 0.93
H -2.464 -0.061 0.672 1.12 0.28 -0.71
N 2.496 0.639 0.553 -0.13 0.34 2.02
O 0.894 -1.995 0.078 -0.58 1.82 -2.56
N -4.089 0.214 0.025 -1.62 1.47 -0.23
H -3.779 -0.277 -0.783 0.26 -0.96 -0.47
H 2.620 -2.356 -1.189 -1.50 2.30 1.27
N -1.467 -0.398 0.644 -0.34 -1.32 1.17
H -5.010 0.576 -0.280 0.79 0.34 0.27
C 0.971 2.193 -0.294 1.74 0.12 0.58
C 2.002 -1.463 -0.629 -0.65 -1.70 -1.66
H 3.887 -0.711 -0.263 2.38 1.01 -2.04
H -4.370 -0.392 0.768 -0.02 -1.02 0.33
H 3.327 -1.055 1.124 -0.32 -1.25 2.20
N 2.055 1.578 -0.025 -1.58 -0.54 -0.84
```
Forces are in eV/Å.

# 11
The following is a DFT calculation (wB97M-V/def2-TZVPD) of a gas-phase ion, C5H13N4O (charge +1).

SMILES	NC1(N)CC(=O)C[C@@]1(N)[NH3+]
Kohn-Sham gap	10.4	eV
2S+1	1
relative energy (zero: lowest compared OMol25 entry of this formula, charge and spin)	1.272	eV
total charge	+1

```
23
Properties=species:S:1:pos:R:3:forces:R:3
C 1.206 1.386 0.841 -0.49 -1.01 0.11
N 0.356 -1.484 -1.330 1.44 -0.74 -2.14
H -0.527 0.923 2.065 0.32 0.85 -2.08
N -1.872 -0.419 0.491 -0.02 -2.67 -2.66
H 2.513 0.061 -0.256 2.62 -0.57 0.20
H -0.295 1.508 -1.634 -2.91 -1.35 -0.13
H 1.266 -1.378 1.459 4.27 1.03 3.67
H -2.580 0.167 0.840 -0.95 0.96 0.58
H 0.579 -2.601 0.660 -0.10 2.66 -0.01
H -2.053 1.101 -1.459 0.38 0.67 -0.45
H -0.352 -1.491 1.449 -0.77 0.60 0.35
O 1.990 1.865 1.586 0.69 1.00 0.85
H -0.258 -0.968 -1.922 -0.81 -0.09 -1.40
H 1.439 1.013 -1.236 0.39 -0.50 0.67
C 0.511 -0.597 -0.287 -2.10 -0.30 1.24
N 0.520 -1.537 0.939 -2.58 -3.20 -3.11
C -0.289 1.316 0.981 -0.27 -2.58 0.96
C -0.817 0.288 -0.154 2.24 0.30 4.49
N -1.090 0.784 -1.419 1.64 2.04 -1.31
H -0.749 2.220 0.813 -1.09 2.34 0.05
C 1.570 0.464 -0.265 -1.25 0.28 -1.71
H -2.294 -0.994 -0.285 0.03 0.35 1.35
H 1.225 -1.628 -1.877 -0.67 -0.09 0.47
```
Forces are in eV/Å.

# 12
The following is a DFT calculation (wB97M-V/def2-TZVPD) of a gas-phase ion, C5H13N5 (charge +2).

SMILES	C/[N+](N)=C/N/C=N\C=C\[NH3+]
Kohn-Sham gap (spin up / spin down)	8.1 / 8.1	eV
2S+1	1
relative energy (zero: lowest compared OMol25 entry of this formula, charge and spin)	3.682	eV
total charge	+2

```
23
Properties=species:S:1:pos:R:3:forces:R:3
H 0.769 2.303 0.603 -0.53 0.90 -0.10
H -1.727 -2.618 1.269 0.42 -1.11 -0.33
C -1.228 2.044 0.059 -3.22 0.76 -0.86
H -2.203 -2.743 -0.518 1.17 0.59 2.55
N 0.083 1.758 0.104 1.91 -1.86 0.57
H 3.524 0.136 -1.245 -1.11 -0.45 -0.01
N 1.858 0.285 -0.109 -4.91 2.42 3.12
H 2.130 -0.885 -1.754 -1.45 0.52 -1.78
C -1.601 -0.844 0.284 -0.89 -0.04 0.19
H 1.759 1.392 1.611 1.16 -1.20 -0.39
H 3.117 0.381 1.452 1.88 -1.69 1.11
N -2.132 -2.200 0.442 -3.76 -0.62 -1.70
C 0.610 0.608 -0.429 2.70 1.82 0.91
C 2.608 -0.451 -0.936 5.68 -3.06 -2.25
C -2.275 -0.047 -0.559 1.08 1.38 0.34
H -3.209 -2.191 0.660 2.18 0.25 -0.02
N -2.118 1.308 -0.557 0.88 1.44 1.88
H 3.032 -1.431 -0.640 -0.03 0.62 1.50
H -0.941 -0.482 1.078 -0.37 -0.52 -0.29
H -1.507 3.048 0.559 0.31 -1.59 -1.16
H 0.058 0.111 -1.166 -0.08 -0.58 -1.16
N 2.446 0.899 1.003 -2.77 2.47 -1.62
H -3.054 -0.381 -1.211 -0.25 -0.42 -0.50
```
Forces are in eV/Å.

- What is the relative energy (zero: lowest compared OMol25 entry of this formula, charge and spin) in the fifth record?
  3.141 eV

- Which value of 2S+1 does entry 11 give?
  1